1.
Molecular formula: C3H9S2
Method: DFT, ωB97M-V/def2-TZVPD

```
14
Properties=species:S:1:pos:R:3:nbo_charge:R:1
S -0.28133 -1.99113 -0.26218 -0.7185
S 3.44596 0.35476 -0.06664 -0.1028
C -1.82120 -1.01684 -0.12615 -0.5229
C 1.84866 0.73144 0.78906 -0.7443
C -1.80320 0.32384 -0.86391 -0.6118
H -2.65721 -1.59611 -0.52907 0.1684
H -1.01340 0.96696 -0.47120 0.1850
H -1.64815 0.16532 -1.93159 0.1950
H -2.70979 0.94372 -0.78683 0.1664
H 1.44454 -0.27814 0.89429 0.2921
H -2.00683 -0.82377 0.93220 0.1678
H 1.28431 1.07962 -0.07186 0.2254
H 4.01111 -0.34515 0.93369 0.1011
H 1.90652 1.48548 1.56020 0.1991
```

Results
E_HOMO   -2.38 eV
ΔE to the lowest compared entry with this formula, charge and spin   21.77 kcal/mol
Total charge   -1

2.
Molecular formula: C6H15N3OS
Method: DFT, ωB97M-V/def2-TZVPD

```
26
Properties=species:S:1:pos:R:3:nbo_charge:R:1
S -1.09347 -2.42473 -3.96027 -0.3583
O -0.77682 -0.13747 -0.28784 -0.3958
N 0.69466 -1.66620 0.31736 -0.5542
N -0.12796 -3.53696 -0.84939 -0.6349
N 0.67236 0.49086 1.40211 -0.4765
C 1.38328 2.87137 1.48725 -0.6362
C -0.54316 2.13186 2.86459 -0.6031
C 0.15173 1.94362 1.48996 -0.0319
C 0.24409 -0.40124 0.55323 0.8024
C -0.09167 -2.28495 -0.56993 0.5703
C -1.24769 -1.34657 -0.88526 -0.2003
H -2.28209 -1.59198 -0.63082 0.2876
H 1.61701 -1.88366 0.52752 0.4605
H -1.37280 -1.25806 -2.02230 0.3116
H -2.11892 -3.24713 -3.75789 0.1617
H -1.50047 1.70106 2.88622 0.2285
H -1.03898 -3.95321 -1.16560 0.4754
H 0.67072 -4.14515 -0.59155 0.4617
H 1.38671 0.14577 2.11555 0.4622
H 1.93433 2.58986 2.31391 0.2138
H 1.95504 2.93825 0.51424 0.2450
H -1.16564 -2.41291 -5.32702 0.2362
H 1.11204 3.93976 1.79709 0.2703
H -0.53759 3.13698 3.13419 0.2536
H -0.55600 2.22017 0.80183 0.2410
H 0.09245 1.73915 3.57410 0.2092
```

Results
E_HOMO   -16.23 eV
ΔE to the lowest compared entry with this formula, charge and spin   0.00 kcal/mol
Total charge   +2

3.
Molecular formula: C4H5NOS
Method: DFT, ωB97M-V/def2-TZVPD

```
12
Properties=species:S:1:pos:R:3:nbo_charge:R:1
S -2.90585 0.00657 -0.02716 -0.1452
O 0.69208 1.44004 -0.13054 -0.3226
N -0.64129 1.37112 0.26920 -0.2955
C 0.87654 -0.89707 0.62506 -0.4303
C 1.03313 0.11542 -0.42940 0.0701
C -1.27715 0.23577 -0.05390 0.0828
C -0.20167 -0.72567 -0.43995 -0.3199
H 0.66845 -0.55262 1.65014 0.2394
H -0.42013 -1.50209 -1.15264 0.2555
H 1.80496 0.08401 -1.15719 0.2174
H -1.08946 2.24894 0.32578 0.4118
H 1.46038 -1.82441 0.52061 0.2365
```

Results
E_HOMO   -8.38 eV
ΔE to the lowest compared entry with this formula, charge and spin   64.72 kcal/mol
SMILES string   S=C1NO[C@H]2C[C@@H]12

4.
Molecular formula: H4NO2P2
Method: DFT, ωB97M-V/def2-TZVPD

```
9
Properties=species:S:1:pos:R:3:nbo_charge:R:1
P 2.14415 0.54852 -0.01255 -0.1760
P -0.72017 0.55077 0.29370 2.1573
O -1.90312 0.92185 -0.46114 -1.1644
O 0.54055 1.42432 -0.03843 -1.0691
N -0.39778 -1.09433 0.11348 -1.2133
H -0.96000 -1.49484 -0.61663 0.3818
H 1.82679 -0.37047 -0.94246 -0.1305
H 0.53440 -1.20483 -0.07551 0.3911
H -1.06483 0.71902 1.73954 -0.1769
```

Results
E_HOMO   -2.24 eV
ΔE to the lowest compared entry with this formula, charge and spin   37.34 kcal/mol
Total charge   -1

5.
Molecular formula: C4H12N2O2
Method: DFT, ωB97M-V/def2-TZVPD

```
20
Properties=species:S:1:pos:R:3:nbo_charge:R:1
O -3.54775 -1.99885 0.26086 -0.9400
O 3.68332 0.09894 -0.84411 -0.6158
N -2.14992 0.89915 -0.31370 -0.8319
N 1.56201 0.85615 -0.73888 -0.6115
C -0.88458 0.58772 -0.98460 -0.2242
C 2.59787 -0.38894 1.17284 -0.7302
C 2.67497 0.28777 -0.19405 0.6772
C 0.26591 1.00815 -0.09042 -0.2247
H 3.16039 -1.31049 1.11073 0.2473
H -0.76882 -0.45286 -1.29282 0.1639
H 1.50336 0.95561 -1.73781 0.4011
H -2.97750 0.61983 -0.82997 0.3752
H 1.65225 -0.56120 1.70393 0.2121
H -3.24398 -2.87652 0.05296 0.4707
H 3.00371 0.27609 1.95071 0.2363
H -3.97168 -2.09424 1.11929 0.4705
H -2.06633 0.40307 0.56812 0.3538
H 0.07718 2.06300 0.16580 0.1930
H -0.85591 1.09678 -1.96015 0.1813
H 0.28551 0.53083 0.88126 0.1959
```

Results
E_HOMO   -9.40 eV
ΔE to the lowest compared entry with this formula, charge and spin   35.90 kcal/mol
SMILES string   CC(=O)NCCN.O

6.
Molecular formula: C19H28F5O3PrTe
Method: DFT, ωB97M-V/def2-TZVPD

```
57
Properties=species:S:1:pos:R:3:nbo_charge:R:1
Pr 0.07066 0.10976 3.09324 1.2994
Te 0.97996 1.30051 6.52430 3.4046
F -0.27390 -0.17157 6.35568 -0.5803
F 0.84726 1.01333 8.40502 -0.5746
F 2.22523 2.70194 6.78654 -0.5904
F 2.39264 0.01828 6.49623 -0.5948
F -0.47891 2.51983 6.65757 -0.5954
O 0.98084 1.41707 4.66118 -1.1257
O 0.19447 0.51657 0.65850 -0.5809
O 0.38157 0.16551 -5.05563 -0.5584
C -2.33906 0.89470 4.34733 -0.3051
C 0.44289 1.71751 -1.42202 -0.4291
C -0.14560 -0.41369 -0.45783 -0.0472
C 1.44605 -1.21696 -6.81250 -0.6278
C -2.47676 1.51393 3.06943 -0.3233
C 0.35984 -2.58477 3.49912 -0.3188
C 1.26897 -2.02004 4.44056 -0.3131
C 0.88656 -2.36299 2.19175 -0.3472
C -2.36698 -0.52175 4.16808 -0.3281
C -2.51190 -0.77943 2.77090 -0.3424
C -1.01558 -1.38656 -6.37138 -0.6274
C 0.23069 1.46760 -5.70808 -0.0617
C 0.20095 -0.48082 -6.35200 0.2737
C 0.43712 1.87603 0.09633 -0.0536
C 2.35924 -1.44579 3.71783 -0.2956
C 2.11777 -1.64449 2.32517 -0.3349
C -0.00570 0.87265 -7.09897 -0.4612
C -0.40302 0.46090 -1.67820 -0.4325
C -2.57060 0.47693 2.09247 -0.3194
H -2.34116 -1.26789 4.96058 0.2499
H 1.16208 -2.08655 5.51706 0.2548
H 1.38134 2.24236 0.52014 0.2051
H -1.01549 1.01706 -7.48598 0.2118
H -2.57539 2.58838 2.88823 0.2347
H -0.15236 -0.03454 -2.62039 0.2603
H 0.04935 2.60557 -1.92197 0.2291
H -2.26264 1.42177 5.29554 0.2512
H 1.46327 1.54356 -1.78630 0.2145
H -0.85095 -2.23845 -5.69862 0.2154
H -1.46508 0.74278 -1.71532 0.2058
H -1.91877 -0.84874 -6.05811 0.2138
H -0.62997 2.01785 -5.31145 0.1759
H 1.15077 2.05977 -5.63741 0.1774
H 1.28833 -1.61392 -7.82560 0.2148
H 2.77932 -1.35811 1.50872 0.2326
H -2.73129 0.62397 1.02400 0.2236
H 3.24041 -0.97380 4.15327 0.2462
H 0.71697 -1.07702 -0.60389 0.1950
H -1.17595 -1.77543 -7.38680 0.2155
H 0.77156 1.10341 -7.82905 0.2123
H -0.55783 -3.11637 3.74277 0.2430
H -2.59142 -1.76288 2.30546 0.2370
H 2.31843 -0.55218 -6.83690 0.2137
H 0.45088 -2.71838 1.25882 0.2314
H 1.65310 -2.06074 -6.14200 0.2162
H -0.38702 2.52499 0.42905 0.1971
H -1.00523 -1.02067 -0.14453 0.2128
```

Results
E_HOMO (spin up / spin down)   -8.21 / -8.26 eV
ΔE to the lowest compared entry with this formula, charge and spin   0.00 kcal/mol
Spin multiplicity   3
<S²>   2.00

Number 1: maximum force 2.29 eV/A. Number 2: maximum force 3.88 eV/A. Number 3: maximum force 0.99 eV/A. Number 4: maximum force 3.05 eV/A. Number 5: maximum force 1.82 eV/A. Number 6: maximum force 2.20 eV/A.